Entry 1:
192
Properties=species:S:1:pos:R:3:mulliken_charge:R:1 method="wB97M-V/def2-TZVPD" e_tot_ha=-3541.25605 relative_energy_kcal_mol=697.6
C -1.950 6.457 -6.541 -0.602
O -3.046 6.685 -5.588 -0.396
C -3.748 5.504 -5.110 -0.768
C -2.676 4.511 -4.479 -0.551
N -2.215 5.065 -3.200 -0.051
C -1.320 4.108 -2.498 -0.594
C -1.042 4.578 -1.043 2.054
O -0.500 5.896 -1.076 -0.606
C 0.814 6.051 -1.432 -0.906
H -1.105 5.995 -6.030 0.186
H -1.584 7.365 -7.021 0.272
H -2.272 5.784 -7.336 0.306
H -4.202 5.011 -5.970 0.408
H -4.607 5.743 -4.483 0.345
H -1.862 4.311 -5.176 0.443
H -3.291 3.625 -4.320 0.071
H -1.672 5.889 -3.418 0.375
H -0.405 4.059 -3.087 1.069
H -1.903 3.188 -2.536 -0.474
H -0.418 3.796 -0.612 -1.175
H -2.021 4.457 -0.578 -1.119
H 1.500 5.650 -0.686 0.320
H 0.907 7.132 -1.537 0.324
H 1.112 5.643 -2.397 0.246
C 2.573 -1.377 -1.717 -0.987
O 1.379 -0.850 -1.051 0.612
C 1.628 -0.476 0.267 -0.587
C 0.301 0.208 0.691 0.748
N 0.523 1.064 1.843 1.627
C 1.105 2.398 1.520 -0.464
C 0.195 3.349 0.636 1.474
O -0.981 3.815 1.228 -0.543
C -2.163 3.035 1.155 -0.308
H 3.228 -0.516 -1.847 0.064
H 2.194 -1.675 -2.694 0.446
H 3.050 -2.160 -1.128 0.361
H 2.532 0.101 0.464 -0.189
H 1.683 -1.381 0.873 0.617
H -0.450 -0.544 0.933 -1.058
H -0.289 0.764 -0.038 -0.373
H -0.040 1.010 2.681 -0.607
H 1.985 2.157 0.923 -0.598
H 1.443 2.848 2.454 0.880
H -0.092 2.908 -0.319 -0.031
H 0.908 4.147 0.430 0.188
H -3.076 3.550 1.454 -1.073
H -2.125 2.140 1.776 0.215
H -2.287 2.668 0.136 1.532
C 0.132 -1.841 -2.999 -1.127
O 0.390 -3.148 -2.824 -0.701
C -0.686 -4.034 -2.520 2.802
C -0.212 -5.387 -2.000 -1.971
N 0.450 -6.325 -2.919 -0.311
C -0.335 -6.606 -4.059 -0.108
C -0.085 -8.071 -4.601 -0.902
O -0.460 -9.300 -3.859 -0.361
C 0.172 -9.743 -2.604 -0.539
H -0.649 -1.611 -3.723 0.581
H 1.037 -1.452 -3.465 0.677
H 0.222 -1.353 -2.028 -1.056
H -1.218 -4.125 -3.467 -0.300
H -1.334 -3.569 -1.776 -1.193
H -1.045 -5.890 -1.510 0.493
H 0.526 -5.227 -1.214 0.378
H 0.541 -7.225 -2.470 0.116
H 0.076 -5.839 -4.715 0.278
H -1.401 -6.515 -3.849 0.159
H 0.985 -8.007 -4.796 0.419
H -0.542 -8.043 -5.590 0.394
H 1.199 -9.955 -2.899 0.301
H -0.315 -10.615 -2.166 0.234
H 0.164 -8.956 -1.850 0.223
C -1.212 3.046 3.910 -0.476
O -1.647 1.776 3.340 0.158
C -2.128 0.790 4.302 -1.374
C -0.957 -0.049 4.869 -0.096
N -0.676 -1.083 3.943 0.250
C 0.652 -1.770 4.180 -0.055
C 1.768 -1.086 3.415 0.401
O 2.027 0.099 4.095 -0.274
C 3.111 0.966 3.759 -0.926
H -2.115 3.648 4.007 -0.340
H -0.605 3.548 3.156 0.134
H -0.678 2.994 4.858 0.504
H -2.927 0.119 3.987 0.365
H -2.547 1.313 5.162 0.496
H -1.194 -0.552 5.807 0.641
H -0.196 0.716 5.022 -0.078
H -0.453 -0.684 3.043 -1.319
H 0.466 -2.706 3.653 -0.843
H 0.865 -1.990 5.226 0.568
H 1.347 -0.938 2.420 -0.113
H 2.659 -1.713 3.376 0.694
H 3.198 1.074 2.678 0.064
H 4.023 0.444 4.048 0.523
H 2.995 1.931 4.252 0.286
C 3.477 2.398 -1.968 -0.523
O 4.283 2.693 -0.784 -0.535
C 4.060 1.894 0.399 0.544
C 5.235 1.990 1.419 -0.591
N 6.491 1.597 0.682 -0.359
C 7.713 1.959 1.317 -0.525
C 7.901 1.451 2.799 -0.496
O 9.281 1.324 3.144 -0.405
C 9.456 0.888 4.429 -0.723
H 3.804 1.521 -2.527 0.362
H 3.611 3.308 -2.553 0.423
H 2.402 2.242 -1.879 -0.100
H 3.949 0.916 -0.068 0.298
H 3.138 2.081 0.949 -0.038
H 5.075 1.225 2.178 -0.017
H 5.222 2.962 1.912 0.420
H 6.415 2.146 -0.162 0.258
H 7.854 3.034 1.208 0.293
H 8.423 1.530 0.610 0.346
H 7.496 0.451 2.950 0.377
H 7.433 2.038 3.590 0.387
H 10.496 0.649 4.647 0.266
H 8.745 0.102 4.684 0.292
H 9.212 1.751 5.049 0.314
C -0.654 -2.001 0.906 0.062
O -0.284 -2.939 1.866 -0.001
C -0.291 -4.289 1.495 0.408
C 0.174 -5.253 2.675 -1.029
N 0.359 -4.402 3.850 -0.279
C 1.164 -4.899 5.024 -1.182
C 2.770 -4.914 4.737 -0.084
O 2.990 -5.913 3.776 -0.325
C 4.236 -5.791 3.045 -0.815
H -0.055 -2.019 -0.004 -0.368
H -0.345 -1.045 1.329 -1.002
H -1.743 -2.009 0.873 0.789
H 0.478 -4.362 0.726 -0.118
H -1.255 -4.629 1.118 0.251
H 1.078 -5.749 2.321 0.286
H -0.499 -6.083 2.890 0.391
H 0.604 -3.470 3.546 0.223
H 0.871 -5.919 5.274 0.496
H 0.939 -4.374 5.952 0.424
H 3.363 -5.221 5.598 0.451
H 3.071 -3.926 4.389 0.137
H 4.250 -5.197 2.131 0.263
H 4.573 -6.799 2.806 0.289
H 5.011 -5.247 3.585 0.367
C -5.006 -0.172 0.449 -1.123
O -4.197 0.900 0.055 0.178
C -4.651 1.594 -1.106 -1.132
C -4.063 2.990 -1.267 0.477
N -4.531 3.836 -0.181 -0.395
C -3.751 5.095 -0.017 -0.530
C -3.926 5.694 1.346 -1.201
O -3.885 4.627 2.360 -0.167
C -4.007 5.093 3.787 -1.099
H -4.615 -0.708 1.314 0.102
H -4.935 -0.905 -0.355 0.429
H -6.033 0.148 0.622 0.418
H -5.740 1.590 -1.059 0.868
H -4.403 0.967 -1.962 0.294
H -4.447 3.397 -2.203 0.229
H -2.975 3.042 -1.296 -0.222
H -4.654 3.241 0.626 0.630
H -3.986 5.804 -0.811 0.455
H -2.721 4.741 0.011 0.549
H -4.887 6.179 1.518 0.503
H -3.138 6.438 1.467 0.422
H -4.924 5.652 3.972 0.312
H -3.228 5.792 4.092 0.402
H -4.013 4.289 4.523 0.316
C -2.896 -4.341 -5.083 -1.056
O -2.617 -3.568 -3.937 -0.305
C -3.656 -3.588 -2.926 -1.193
C -3.324 -2.504 -1.808 -0.129
N -3.129 -1.186 -2.340 0.161
C -2.503 -0.270 -1.375 0.052
C -2.454 1.102 -1.952 -0.360
O -1.455 1.240 -2.956 -0.682
C -0.117 0.998 -2.573 -0.221
H -1.974 -4.318 -5.665 0.320
H -3.594 -3.890 -5.788 0.267
H -3.197 -5.381 -4.954 0.386
H -3.613 -4.605 -2.535 0.403
H -4.649 -3.484 -3.362 0.593
H -2.502 -2.879 -1.197 0.178
H -4.186 -2.563 -1.144 0.482
H -2.728 -1.353 -3.251 0.661
H -1.614 -0.832 -1.089 0.311
H -3.036 -0.179 -0.429 -0.018
H -2.222 1.747 -1.105 -0.718
H -3.504 1.286 -2.179 0.287
H 0.034 -0.080 -2.520 0.779
H -0.020 1.365 -1.551 -0.480
H 0.584 1.524 -3.221 0.865

---

Entry 2:
194
Properties=species:S:1:pos:R:3:mulliken_charge:R:1 method="wB97M-V/def2-TZVPD" e_tot_ha=-3584.11095 relative_energy_kcal_mol=58.9 smiles=COC[C@H](C)N.COC[C@H](C)N.COC[C@H](C)N.COC[C@H](C)N.COC[C@H](C)N.COC[C@H](C)N.COCCOCCOC.COCCOCCOC.COCCOCCOC.COCCOCCOC
C -10.076 -1.648 -8.167 -0.629
O -9.932 -0.803 -9.331 -0.397
C -9.809 0.665 -9.226 -0.561
C -8.739 1.021 -8.065 0.531
C -8.343 2.492 -7.863 -1.376
N -7.505 0.408 -8.365 -0.597
H -10.288 -2.707 -8.310 0.272
H -11.071 -1.337 -7.847 0.270
H -9.305 -1.488 -7.413 0.252
H -9.645 0.993 -10.253 0.321
H -10.759 1.126 -8.955 0.312
H -9.135 0.722 -7.094 0.095
H -7.816 2.641 -6.920 0.360
H -9.314 2.936 -7.644 0.366
H -7.851 3.018 -8.682 0.343
H -7.559 -0.443 -8.907 0.247
H -6.823 0.249 -7.638 0.191
C 6.477 -1.897 11.544 -0.806
O 7.871 -1.881 11.867 -0.311
C 8.642 -3.042 11.711 -0.796
C 9.933 -2.960 12.485 0.586
C 10.775 -4.255 12.282 -1.501
N 9.779 -2.858 13.955 -0.653
H 6.094 -0.898 11.756 0.280
H 5.782 -2.472 12.155 0.332
H 6.250 -2.135 10.505 0.315
H 8.014 -3.892 11.978 0.340
H 8.904 -3.418 10.722 0.358
H 10.457 -2.056 12.172 0.248
H 10.066 -5.083 12.303 0.372
H 11.593 -4.434 12.979 0.405
H 11.210 -4.259 11.283 0.381
H 9.055 -2.177 14.133 0.233
H 9.651 -3.739 14.431 0.219
C 5.487 -3.010 -1.839 -0.674
O 6.445 -3.806 -1.298 -0.369
C 5.899 -4.795 -0.278 -0.846
C 5.556 -4.122 1.057 0.677
C 6.759 -3.543 1.736 -1.291
N 4.893 -5.083 1.987 -0.651
H 5.346 -2.123 -1.220 0.254
H 4.546 -3.529 -2.023 0.322
H 5.920 -2.692 -2.787 0.241
H 4.987 -5.272 -0.636 0.411
H 6.598 -5.630 -0.217 0.363
H 4.784 -3.400 0.790 0.134
H 7.469 -4.204 2.232 0.307
H 6.302 -2.889 2.479 0.365
H 7.270 -2.910 1.011 0.336
H 4.788 -4.680 2.907 0.214
H 5.223 -6.033 2.083 0.207
C -0.746 0.240 1.989 -0.713
O -0.799 1.107 0.894 -0.333
C -1.897 0.947 -0.004 -0.761
C -1.463 0.739 -1.466 0.641
C -0.719 1.970 -1.954 -1.310
N -2.578 0.472 -2.257 -0.717
H -1.657 0.347 2.579 0.287
H 0.061 0.416 2.700 0.225
H -0.508 -0.737 1.569 0.311
H -2.486 0.076 0.284 0.429
H -2.587 1.786 0.086 0.278
H -0.833 -0.112 -1.725 0.229
H -0.170 1.545 -2.795 0.320
H -0.027 2.394 -1.227 0.301
H -1.235 2.846 -2.347 0.327
H -3.332 1.143 -2.260 0.245
H -2.966 -0.331 -1.783 0.241
C 3.666 5.927 -7.887 -0.694
O 2.648 5.779 -8.833 -0.341
C 2.213 6.912 -9.601 -0.762
C 1.666 8.029 -8.671 0.590
C 0.235 7.708 -8.201 -1.381
N 1.614 9.206 -9.477 -0.707
H 4.001 4.973 -7.480 0.251
H 3.390 6.633 -7.104 0.255
H 4.542 6.383 -8.349 0.310
H 3.174 7.188 -10.035 0.368
H 1.595 6.530 -10.413 0.275
H 2.337 8.242 -7.838 0.201
H 0.212 6.867 -7.508 0.326
H -0.465 7.557 -9.022 0.355
H -0.193 8.532 -7.630 0.401
H 0.715 9.178 -9.937 0.293
H 2.341 9.164 -10.177 0.262
C 5.223 5.025 7.945 -0.720
O 5.357 5.676 9.198 -0.311
C 4.311 6.626 9.623 -0.818
C 4.721 7.397 10.885 0.635
C 3.494 8.112 11.645 -1.521
N 5.755 8.393 10.547 -0.723
H 5.241 5.806 7.185 0.296
H 4.290 4.463 7.979 0.285
H 5.907 4.195 7.767 0.254
H 4.176 7.384 8.851 0.417
H 3.274 6.290 9.658 0.413
H 4.959 6.718 11.703 0.155
H 2.953 8.799 10.995 0.355
H 3.645 8.588 12.614 0.352
H 2.635 7.470 11.839 0.405
H 6.099 8.682 11.451 0.246
H 6.451 7.847 10.060 0.280
C -6.920 2.270 7.241 -0.700
O -8.036 2.458 8.077 -0.365
C -9.275 2.727 7.350 -0.627
C -9.923 1.403 6.657 -0.373
O -10.243 0.369 7.564 -0.268
C -11.447 -0.297 7.208 -0.517
C -11.439 -1.714 7.742 -0.596
O -10.553 -2.465 6.924 -0.255
C -10.410 -3.801 7.355 -0.797
H -6.642 3.256 6.869 0.289
H -7.135 1.703 6.335 0.258
H -5.921 2.035 7.608 0.312
H -9.101 3.437 6.542 0.413
H -9.944 3.144 8.103 0.308
H -9.338 0.928 5.870 0.328
H -10.723 1.957 6.166 0.295
H -11.660 -0.468 6.152 0.331
H -12.256 0.181 7.760 0.346
H -12.390 -2.211 7.932 0.419
H -10.996 -1.665 8.737 0.325
H -9.859 -4.175 6.492 0.249
H -11.294 -4.439 7.379 0.320
H -9.942 -3.983 8.322 0.304
C 9.715 2.847 -1.881 -0.800
O 9.003 3.983 -1.488 -0.281
C 9.041 4.211 -0.052 -0.360
C 8.652 5.632 0.323 -0.767
O 7.287 6.038 -0.036 -0.297
C 7.109 7.354 -0.492 -0.510
C 5.592 7.662 -0.568 -0.565
O 5.023 7.534 0.736 -0.309
C 3.791 6.808 0.714 -0.813
H 10.685 2.683 -1.412 0.317
H 10.073 2.904 -2.909 0.285
H 9.121 1.958 -2.094 0.298
H 10.013 4.148 0.437 0.358
H 8.321 3.555 0.438 0.280
H 9.384 6.337 -0.071 0.413
H 8.710 5.802 1.398 0.386
H 7.523 7.443 -1.496 0.379
H 7.695 8.131 -0.001 0.366
H 5.131 7.225 -1.454 0.399
H 5.644 8.744 -0.684 0.304
H 2.981 7.535 0.670 0.307
H 3.697 6.148 1.577 0.279
H 3.606 6.115 -0.107 0.331
C -5.048 -8.820 3.989 -0.830
O -5.101 -7.849 2.941 -0.271
C -3.905 -7.466 2.331 -0.420
C -4.078 -6.674 1.020 -0.625
O -4.749 -5.517 1.170 -0.255
C -6.175 -5.549 1.186 -0.328
C -6.857 -4.255 1.502 -0.646
O -6.956 -3.284 0.372 -0.334
C -7.600 -1.964 0.634 -0.844
H -4.256 -8.995 4.718 0.313
H -5.136 -9.704 3.357 0.327
H -5.938 -8.771 4.617 0.254
H -3.319 -8.336 2.035 0.401
H -3.290 -6.901 3.032 0.312
H -4.554 -7.180 0.181 0.377
H -3.084 -6.315 0.755 0.292
H -6.641 -6.325 1.794 0.263
H -6.413 -5.734 0.139 0.308
H -6.428 -3.878 2.431 0.348
H -7.909 -4.327 1.780 0.405
H -7.327 -1.215 -0.109 0.326
H -7.112 -1.311 1.358 0.312
H -8.650 -1.994 0.925 0.314
C -1.061 -5.583 -8.871 -0.751
O -0.695 -6.146 -10.219 -0.273
C 0.273 -7.239 -10.250 -0.515
C 0.373 -7.794 -11.677 -0.663
O 0.443 -6.774 -12.749 -0.210
C 1.233 -7.268 -13.804 -0.557
C 0.847 -6.393 -15.020 -0.344
O -0.009 -5.297 -14.627 -0.317
C 0.003 -4.261 -15.685 -0.741
H -1.959 -4.982 -9.012 0.251
H -0.322 -4.908 -8.439 0.286
H -1.406 -6.370 -8.199 0.303
H 0.030 -8.076 -9.594 0.329
H 1.133 -6.759 -9.783 0.327
H -0.479 -8.413 -11.957 0.373
H 1.120 -8.587 -11.670 0.432
H 0.939 -8.311 -13.926 0.353
H 2.263 -7.096 -13.492 0.273
H 0.492 -6.977 -15.869 0.297
H 1.810 -5.954 -15.278 0.296
H 0.946 -4.177 -16.224 0.331
H -0.007 -3.369 -15.059 0.262
H -0.882 -4.142 -16.311 0.256